Entry 1:
Here is 2 unconnected molecules or ions with the total composition C2H4NO2S from OMol25. Energies are from ωB97M-V/def2-TZVPD.

Geometry as XYZ:
```
10
Properties=species:S:1:pos:R:3:nbo_charge:R:1
O 0.323 -0.732 1.488 -1.02
N -2.044 -2.310 -0.483 -0.41
H -0.753 2.435 -0.114 0.20
S 0.656 -1.550 0.222 1.49
H 0.140 0.871 -0.080 0.24
O 1.258 -2.855 0.494 -1.02
C -0.956 -2.131 -0.180 -0.02
H 0.868 2.357 0.259 0.20
C 0.068 1.862 -0.284 -0.83
H 0.440 2.052 -1.322 0.18
```

## Properties
- Molar mass: 106.1 g mol⁻¹
- Net charge: -1
- Orbital gap: 0.304 Eh
- Highest occupied orbital energy: -4.39 eV
- Energy relative to the best compared isomer or geometry (same formula, charge and spin): 135.6 kJ/mol
- 2S+1: 1
- LUMO: 0.143 Eh

***

Entry 2:
Here is a gas-phase ion, C2H4NO2S (charge -1) from OMol25. Energies are from ωB97M-V/def2-TZVPD.

Geometry as XYZ:
```
10
Properties=species:S:1:pos:R:3:nbo_charge:R:1
N -1.392 0.300 0.899 -0.71
C 0.403 -0.546 -0.668 -0.69
H 0.087 -0.839 -1.709 0.21
S -0.466 2.453 -0.597 1.42
H 1.334 -0.003 -0.780 0.23
H 0.433 -1.419 -0.078 0.21
C -0.542 0.491 -0.115 0.07
H -1.981 1.144 1.040 0.37
O -1.589 2.960 0.212 -1.05
O 0.821 2.851 0.084 -1.06
```

## Properties
- Molar mass: 106.1 g mol⁻¹
- Net charge: -1
- Orbital gap: 0.266 Eh
- Highest occupied orbital energy: -3.22 eV
- Energy relative to the best compared isomer or geometry (same formula, charge and spin): 113.5 kJ/mol
- 2S+1: 1
- LUMO: 0.147 Eh

***

Entry 3:
Here is 2 unconnected molecules or ions with the total composition C2H4NO3 from OMol25. Energies are from ωB97M-V/def2-TZVPD.

Geometry as XYZ:
```
10
Properties=species:S:1:pos:R:3:nbo_charge:R:1
C -0.817 1.348 -1.169 0.54
H -1.696 1.229 -0.522 0.10
C 0.270 -1.656 1.422 0.64
H 0.397 0.682 0.254 0.46
H -0.496 -2.441 1.645 0.01
O -0.985 1.469 -2.374 -0.67
O -0.228 -0.554 1.047 -0.82
O 1.458 -1.954 1.564 -0.75
N 0.346 1.458 -0.490 -0.87
H 1.144 1.628 -1.084 0.36
```

## Properties
- Molar mass: 90.1 g mol⁻¹
- Net charge: -1
- Orbital gap: 0.335 Eh
- Highest occupied orbital energy: -4.85 eV
- Energy relative to the best compared isomer or geometry (same formula, charge and spin): 23.4 kJ/mol
- 2S+1: 1
- LUMO: 0.157 Eh

***

Entry 4:
Here is a gas-phase ion, C2H4NO3P (charge -2) from OMol25. Energies are from ωB97M-V/def2-TZVPD.

Geometry as XYZ:
```
11
Properties=species:S:1:pos:R:3:nbo_charge:R:1
P -2.028 0.389 0.451 1.24
H -0.911 -1.440 0.053 0.48
O -2.051 -1.265 0.093 -1.14
H 2.414 1.047 0.512 0.13
H 2.819 -0.787 0.225 0.15
C 2.088 0.136 0.049 -0.63
N 0.699 -0.118 -0.019 0.03
C -0.334 0.713 -0.341 -0.49
O 0.476 -1.415 -0.318 -0.68
O -3.148 1.025 -0.330 -1.24
H -0.024 1.714 -0.377 0.14
```

## Properties
- Molar mass: 121.0 g mol⁻¹
- Net charge: -2
- Orbital gap (spin up / spin down): 0.192 / 0.192 Eh
- Highest occupied orbital energy (spin up / spin down): 2.10 / 2.10 eV
- Energy relative to the best compared isomer or geometry (same formula, charge and spin): 494.8 kJ/mol
- 2S+1: 1
- LUMO (spin up / spin down): 0.269 / 0.269 Eh

***

Entry 5:
Here is a gas-phase ion, C2H4NO3S (charge +1) from OMol25. Energies are from ωB97M-V/def2-TZVPD.

Geometry as XYZ:
```
11
Properties=species:S:1:pos:R:3:nbo_charge:R:1
H 1.043 1.209 -0.953 0.23
O -1.551 -1.057 0.470 -0.64
C 0.986 -0.816 -0.027 -0.62
H 1.321 1.113 0.644 0.25
S -0.509 -1.927 -0.021 1.23
N -1.678 0.641 -0.272 0.51
O -0.516 1.147 0.398 -0.30
C 0.675 0.694 -0.082 -0.12
O -2.694 1.213 -0.147 -0.08
H 1.456 -1.137 -0.877 0.26
H 1.469 -1.080 0.867 0.27
```

## Properties
- Molar mass: 122.1 g mol⁻¹
- Net charge: +1
- Orbital gap (spin up / spin down): 0.306 / 0.240 Eh
- Highest occupied orbital energy (spin up / spin down): -15.94 / -14.83 eV
- Energy relative to the best compared isomer or geometry (same formula, charge and spin): 220.2 kJ/mol
- 2S+1: 1
- LUMO (spin up / spin down): -0.280 / -0.305 Eh

***

Entry 6:
Here is 2 unconnected molecules or ions with the total composition C2H4NO4 from OMol25. Energies are from ωB97M-V/def2-TZVPD.

Geometry as XYZ:
```
11
Properties=species:S:1:pos:R:3:nbo_charge:R:1
H 2.161 -0.463 -2.600 0.02
C 1.564 -0.384 -1.662 0.65
H -0.158 0.485 2.497 0.38
C -1.499 0.337 1.024 0.89
O -2.402 0.867 1.651 -0.70
O -1.662 -0.130 -0.222 -0.76
O 2.131 -0.727 -0.610 -0.76
O 0.389 0.050 -1.794 -0.80
H -0.837 -0.059 -0.847 0.53
N -0.253 0.170 1.549 -0.88
H 0.568 -0.145 1.014 0.44
```

## Properties
- Molar mass: 106.1 g mol⁻¹
- Net charge: -1
- Orbital gap: 0.352 Eh
- Highest occupied orbital energy: -5.46 eV
- Energy relative to the best compared isomer or geometry (same formula, charge and spin): 15.9 kJ/mol
- 2S+1: 1
- LUMO: 0.151 Eh

***

Entry 7:
Here is C2H4NOP in the gas phase from OMol25. Energies are from ωB97M-V/def2-TZVPD.

Geometry as XYZ:
```
9
Properties=species:S:1:pos:R:3:nbo_charge:R:1
C -1.130 -0.245 0.179 0.51
H 2.254 0.593 -1.177 0.48
O 1.862 -0.255 -0.945 -1.00
P 1.405 -0.400 0.631 0.45
H -0.440 1.179 1.540 0.28
N -1.904 -1.076 -0.201 -0.59
H -0.102 1.509 -0.202 0.27
C -0.220 0.747 0.569 -0.82
H -1.725 -2.053 -0.394 0.42
```

## Properties
- Molar mass: 89.0 g mol⁻¹
- Orbital gap (spin up / spin down): 0.257 / 0.257 Eh
- Highest occupied orbital energy (spin up / spin down): -6.49 / -6.49 eV
- Energy relative to the best compared isomer or geometry (same formula, charge and spin): 224.9 kJ/mol
- 2S+1: 1
- LUMO (spin up / spin down): 0.019 / 0.019 Eh

***

Entry 8:
Here is C2H4NOP in the gas phase from OMol25. Energies are from ωB97M-V/def2-TZVPD.

Geometry as XYZ:
```
9
Properties=species:S:1:pos:R:3:nbo_charge:R:1
H 0.704 0.739 -1.459 0.25
H 1.652 -1.419 -0.122 0.20
H -1.037 0.912 1.490 -0.10
C 0.536 -1.028 -0.135 -0.05
C 0.612 0.540 -0.380 -0.76
H 1.174 1.088 0.314 0.24
P -1.170 0.969 0.162 1.29
N -0.409 -1.666 0.336 -0.16
O -2.063 -0.135 -0.205 -0.92
```

## Properties
- Molar mass: 89.0 g mol⁻¹
- <S²>: 2.02
- Orbital gap (spin up / spin down): 0.345 / 0.315 Eh
- Highest occupied orbital energy (spin up / spin down): -8.45 / -10.49 eV
- Energy relative to the best compared isomer or geometry (same formula, charge and spin): 39.6 kJ/mol
- 2S+1: 3
- LUMO (spin up / spin down): 0.034 / -0.070 Eh

***

Entry 9:
Here is C2H4NP in the gas phase from OMol25. Energies are from ωB97M-V/def2-TZVPD.

Geometry as XYZ:
```
8
Properties=species:S:1:pos:R:3:nbo_charge:R:1
N 1.585 0.428 0.611 -0.33
H -0.748 -0.132 2.407 0.01
C 1.199 0.348 -0.829 -0.31
P -1.270 0.502 1.127 0.36
H 1.113 1.273 -1.399 0.17
H -1.533 -0.708 0.673 -0.02
C 0.323 0.401 0.378 -0.07
H 1.158 -0.538 -1.428 0.18
```

## Properties
- Molar mass: 73.0 g mol⁻¹
- Orbital gap: 0.395 Eh
- Highest occupied orbital energy: -9.85 eV
- Energy relative to the best compared isomer or geometry (same formula, charge and spin): 188.3 kJ/mol
- 2S+1: 1
- Structure (SMILES): PC1=NC1
- LUMO: 0.032 Eh

***

Entry 10:
Here is a molecular structure, C2H4NP from OMol25. Energies are from ωB97M-V/def2-TZVPD.

Geometry as XYZ:
```
8
Properties=species:S:1:pos:R:3:nbo_charge:R:1
H -1.785 1.281 1.333 0.00
H 1.281 -1.418 -1.067 0.17
H -1.771 0.052 -0.226 0.01
P -1.766 -0.184 1.284 0.21
N 1.455 -1.169 1.082 -0.35
C 0.404 -0.623 0.677 0.12
C 1.409 -0.613 -0.374 -0.36
H 1.872 0.274 -0.897 0.20
```

## Properties
- Molar mass: 73.0 g mol⁻¹
- Orbital gap: 0.336 Eh
- Highest occupied orbital energy: -9.39 eV
- Energy relative to the best compared isomer or geometry (same formula, charge and spin): 318.3 kJ/mol
- 2S+1: 1
- LUMO: -0.009 Eh

***

Entry 11:
Here is C2H4NP in the gas phase from OMol25. Energies are from ωB97M-V/def2-TZVPD.

Geometry as XYZ:
```
8
Properties=species:S:1:pos:R:3:nbo_charge:R:1
H 0.640 -1.342 -2.121 0.22
P -0.506 -0.079 1.351 0.19
N -0.282 0.574 -1.523 -0.30
C 0.287 -0.536 -1.472 0.06
C 0.536 0.322 -0.305 -0.35
H -1.218 1.160 1.642 -0.01
H 1.431 0.838 -0.020 0.20
H 0.605 0.405 2.191 -0.02
```

## Properties
- Molar mass: 73.0 g mol⁻¹
- Orbital gap: 0.376 Eh
- Highest occupied orbital energy: -9.24 eV
- Energy relative to the best compared isomer or geometry (same formula, charge and spin): 212.3 kJ/mol
- 2S+1: 1
- Structure (SMILES): P[C@H]1C=N1
- LUMO: 0.036 Eh

***

Entry 12:
Here is 2 unconnected molecules or ions with the total composition C2H4NP from OMol25. Energies are from ωB97M-V/def2-TZVPD.

Geometry as XYZ:
```
8
Properties=species:S:1:pos:R:3:nbo_charge:R:1
C 1.732 -0.607 -0.730 -0.18
N 1.783 -0.974 0.464 -0.45
H 2.204 -0.837 -1.579 0.20
H -1.830 1.427 0.228 0.19
P 1.089 0.779 0.253 0.55
C -1.540 0.425 0.455 -0.70
H -1.848 -0.002 1.354 0.19
H -1.589 -0.211 -0.445 0.19
```

## Properties
- Molar mass: 73.0 g mol⁻¹
- Orbital gap (spin up / spin down): 0.304 / 0.304 Eh
- Highest occupied orbital energy (spin up / spin down): -8.20 / -8.20 eV
- Energy relative to the best compared isomer or geometry (same formula, charge and spin): 299.4 kJ/mol
- 2S+1: 1
- LUMO (spin up / spin down): 0.003 / 0.003 Eh

***

Entry 13:
Here is C2H4NP in the gas phase from OMol25. Energies are from ωB97M-V/def2-TZVPD.

Geometry as XYZ:
```
8
Properties=species:S:1:pos:R:3:nbo_charge:R:1
H 0.298 0.525 -2.040 0.17
C 0.145 0.131 -1.109 -0.63
N -0.116 -1.526 0.734 -0.82
H 0.127 0.810 -0.344 0.17
H -1.531 0.015 1.311 0.20
P -0.715 -1.343 -0.909 0.84
C -1.203 -0.791 0.695 -0.33
H 0.852 -1.240 1.163 0.39
```

## Properties
- Molar mass: 73.0 g mol⁻¹
- <S²>: 2.01
- Orbital gap (spin up / spin down): 0.269 / 0.307 Eh
- Highest occupied orbital energy (spin up / spin down): -6.12 / -9.58 eV
- Energy relative to the best compared isomer or geometry (same formula, charge and spin): 275.3 kJ/mol
- 2S+1: 3
- LUMO (spin up / spin down): 0.044 / -0.045 Eh

***

Entry 14:
Here is a molecular structure, C2H4NS3 from OMol25. Energies are from ωB97M-V/def2-TZVPD.

Geometry as XYZ:
```
10
Properties=species:S:1:pos:R:3:nbo_charge:R:1
H -0.530 1.196 0.165 0.41
H -0.325 1.225 -1.486 0.42
S -1.791 -3.428 -1.263 0.37
H 0.266 -2.332 1.677 0.25
S -0.968 -1.271 -1.073 0.44
N -0.111 0.723 -0.629 -0.96
C -0.402 -3.029 1.180 -0.45
S -0.861 -4.394 1.972 0.40
H 0.899 0.663 -0.522 0.41
C -0.911 -2.669 -0.072 -0.29
```

## Properties
- Molar mass: 138.3 g mol⁻¹
- Net charge: +1
- Orbital gap: 0.249 Eh
- Highest occupied orbital energy: -13.74 eV
- Energy relative to the best compared isomer or geometry (same formula, charge and spin): 95.1 kJ/mol
- 2S+1: 1
- LUMO: -0.256 Eh

***

Entry 15:
Here is 2 unconnected molecules or ions with the total composition C2H4O2 from OMol25. Energies are from ωB97M-V/def2-TZVPD.

Geometry as XYZ:
```
8
Properties=species:S:1:pos:R:3:nbo_charge:R:1
H 2.340 0.989 1.834 0.11
H -1.343 0.307 -0.393 0.11
C -1.766 -0.268 -1.238 0.29
H -1.001 -0.858 -1.770 0.10
O -2.895 -0.193 -1.633 -0.50
C 1.694 0.279 1.285 0.28
H 1.509 -0.683 1.800 0.11
O 1.463 0.427 0.115 -0.50
```

## Properties
- Molar mass: 60.1 g mol⁻¹
- Orbital gap: 0.384 Eh
- Highest occupied orbital energy: -10.00 eV
- Energy relative to the best compared isomer or geometry (same formula, charge and spin): 236.3 kJ/mol
- 2S+1: 1
- Structure (SMILES): C=O.C=O
- LUMO: 0.017 Eh

***

Entry 16:
Here is 2 unconnected molecules or ions with the total composition C2H4O2 from OMol25. Energies are from ωB97M-V/def2-TZVPD.

Geometry as XYZ:
```
8
Properties=species:S:1:pos:R:3:nbo_charge:R:1
C 1.093 -0.883 0.605 0.30
H -0.136 1.288 -0.266 0.12
H -1.526 1.367 -1.522 0.11
O 1.603 -0.483 -0.392 -0.51
H 0.656 -0.221 1.364 0.11
H 1.042 -1.950 0.860 0.11
C -1.093 0.882 -0.629 0.29
O -1.639 0.001 -0.020 -0.51
```

## Properties
- Molar mass: 60.1 g mol⁻¹
- Orbital gap: 0.396 Eh
- Highest occupied orbital energy: -10.08 eV
- Energy relative to the best compared isomer or geometry (same formula, charge and spin): 225.8 kJ/mol
- 2S+1: 1
- Structure (SMILES): C=O.C=O
- LUMO: 0.026 Eh

***

Entry 17:
Here is 2 unconnected molecules or ions with the total composition C2H4O2 from OMol25. Energies are from ωB97M-V/def2-TZVPD.

Geometry as XYZ:
```
8
Properties=species:S:1:pos:R:3:nbo_charge:R:1
H -0.016 -2.256 -0.027 0.10
O 1.400 -0.919 0.489 -0.50
O -1.502 1.122 -0.571 -0.50
H 0.052 2.390 -0.190 0.10
C -0.371 1.485 -0.667 0.29
C 0.359 -1.472 0.651 0.30
H -0.369 -1.256 1.453 0.11
H 0.446 0.907 -1.138 0.11
```

## Properties
- Molar mass: 60.1 g mol⁻¹
- Orbital gap: 0.401 Eh
- Highest occupied orbital energy: -10.24 eV
- Energy relative to the best compared isomer or geometry (same formula, charge and spin): 232.1 kJ/mol
- 2S+1: 1
- Structure (SMILES): C=O.C=O
- LUMO: 0.025 Eh

***

Entry 18:
Here is a gas-phase ion, C2H4O2P (charge -1) from OMol25. Energies are from ωB97M-V/def2-TZVPD.

Geometry as XYZ:
```
9
Properties=species:S:1:pos:R:3:nbo_charge:R:1
O 1.419 -1.525 -0.017 -0.83
P 2.220 0.093 0.480 1.24
H 0.187 1.683 0.851 0.17
C 0.563 1.000 0.101 -0.94
C 0.116 -1.195 -0.015 0.06
H -0.379 -1.440 0.914 0.13
O 3.146 0.385 -0.669 -1.17
H 0.672 1.562 -0.942 0.19
H -0.417 -1.364 -0.960 0.15
```

## Properties
- Molar mass: 91.0 g mol⁻¹
- Net charge: -1
- Orbital gap: 0.251 Eh
- Highest occupied orbital energy: -2.39 eV
- Energy relative to the best compared isomer or geometry (same formula, charge and spin): 292.8 kJ/mol
- 2S+1: 1
- LUMO: 0.164 Eh

***

Entry 19:
Here is a molecular structure, C2H4O2P from OMol25. Energies are from ωB97M-V/def2-TZVPD.

Geometry as XYZ:
```
9
Properties=species:S:1:pos:R:3:nbo_charge:R:1
H 0.285 -1.260 -0.937 0.13
H -0.033 1.285 -0.906 0.18
O -1.437 -1.422 0.142 -0.83
O -3.258 0.465 0.559 -1.18
H 0.561 -1.311 0.800 0.12
H -0.227 1.397 0.860 0.18
C -0.210 -0.870 -0.025 -0.06
C -0.441 0.731 -0.114 -0.82
P -2.314 0.052 -0.438 1.28
```

## Properties
- Molar mass: 91.0 g mol⁻¹
- Net charge: -1
- Orbital gap: 0.261 Eh
- Highest occupied orbital energy: -2.42 eV
- Energy relative to the best compared isomer or geometry (same formula, charge and spin): 138.0 kJ/mol
- 2S+1: 1
- LUMO: 0.172 Eh

***

Entry 20:
Here is a gas-phase ion, C2H4O2P (charge -1) from OMol25. Energies are from ωB97M-V/def2-TZVPD.

Geometry as XYZ:
```
9
Properties=species:S:1:pos:R:3:nbo_charge:R:1
P 1.048 1.041 -0.045 0.34
H 2.247 0.427 0.233 -0.13
H 0.548 -1.274 0.221 0.20
O -2.101 -0.959 0.271 -0.73
H 0.693 0.820 1.298 -0.05
O -1.342 1.169 0.014 -0.77
C -1.366 -0.051 0.027 0.82
C 0.177 -0.503 -0.461 -0.88
H 0.095 -0.671 -1.558 0.21
```

## Properties
- Molar mass: 91.0 g mol⁻¹
- Net charge: -1
- Orbital gap: 0.303 Eh
- Highest occupied orbital energy: -3.69 eV
- Energy relative to the best compared isomer or geometry (same formula, charge and spin): 133.3 kJ/mol
- 2S+1: 1
- Structure (SMILES): O=C([O-])CP
- LUMO: 0.167 Eh